This record from the OMol25 dataset describes a single C23H26N4O8S molecule. The level of theory is the ωB97M-V functional and the def2-TZVPD basis.

Atoms and positions in Å:
O: -0.54815 -1.86622 -2.38401
C: -1.07514 -0.94720 -1.79761
C: -2.23815 -0.18482 -2.45543
O: -2.99056 0.65032 -1.58726
C: -3.94706 0.06242 -0.85955
O: -4.18700 -1.11635 -0.88020
C: -4.76335 1.05879 -0.10526
C: -6.12370 0.79460 0.02249
C: -6.97371 1.72116 0.60027
C: -6.48024 2.93873 1.04442
C: -5.12863 3.21344 0.94091
C: -4.27279 2.27131 0.38572
N: -2.86404 2.56445 0.40685
O: -2.52134 3.70160 0.18721
O: -2.11178 1.64897 0.68966
N: -0.71925 -0.49898 -0.57892
C: 0.43090 -0.99234 0.08525
C: 1.46061 -0.10069 0.32797
C: 2.66914 -0.54411 0.82510
S: 3.96290 0.64082 1.09948
O: 3.46481 1.75024 1.86001
O: 5.12503 -0.04624 1.60113
N: 4.18435 1.19600 -0.47751
C: 4.90977 0.27212 -1.32604
C: 6.42432 0.42560 -1.14859
O: 6.82432 1.76592 -1.34570
C: 6.17737 2.62552 -0.43113
C: 4.65833 2.56064 -0.60342
C: 2.87950 -1.89582 1.03407
C: 1.85294 -2.78894 0.82943
C: 0.57345 -2.36534 0.41155
N: -0.45629 -3.24143 0.34780
C: -1.85786 -2.87977 0.44380
C: -2.52874 -4.13073 1.00481
C: -1.68466 -5.23947 0.38657
C: -0.27476 -4.67096 0.51369
H: -2.89478 -0.92432 -2.92593
H: -1.82522 0.47463 -3.22242
H: -6.49686 -0.14680 -0.35064
H: -8.02491 1.49744 0.69445
H: -7.14363 3.66912 1.48027
H: -4.71588 4.14436 1.29974
H: -1.11468 0.36554 -0.22079
H: 1.33564 0.94887 0.11421
H: 4.59450 -0.73839 -1.06381
H: 4.63016 0.48177 -2.36406
H: 6.96421 -0.16457 -1.89119
H: 6.69792 0.09597 -0.13718
H: 6.55412 3.62872 -0.63805
H: 6.43158 2.33774 0.59987
H: 4.15655 3.14622 0.16615
H: 4.37529 2.92514 -1.59652
H: 3.84737 -2.22309 1.37949
H: 2.03112 -3.83438 1.01538
H: -1.99146 -2.00625 1.08614
H: -2.27934 -2.65750 -0.54172
H: -3.57900 -4.18460 0.72948
H: -2.44534 -4.15522 2.09235
H: -1.79206 -6.19578 0.89390
H: -1.94579 -5.36305 -0.66419
H: 0.40640 -5.05971 -0.24704
H: 0.13379 -4.89934 1.50778

HOMO level: -7.7114 eV
Frontier orbital gap: 6.5 eV
SMILES: O=C(COC(=O)c1ccccc1[N+](=O)[O-])Nc1cc(S(=O)(=O)N2CCOCC2)ccc1N1CCCC1
Energy above the lowest of the compared OMol25 structures with the same formula, charge and spin: 0.00 kcal per mole
DFT total energy: -2111.0962 hartree
LUMO energy: -1.169 eV
Multiplicity: 1

=====

This record from the OMol25 dataset describes a molecular structure, C5H10O3Pt. The level of theory is the ωB97M-V functional and the def2-TZVPD basis.

Atoms and positions in Å:
O: -1.47073 -2.43069 -0.03656
C: -2.03899 -1.98963 -1.13626
C: -1.67516 -0.63880 -1.62799
O: -0.70388 -0.04257 -0.79523
C: 0.51349 0.59838 -1.11755
C: 1.00760 1.19998 0.17739
O: 0.84848 0.22524 1.21611
C: 1.55307 0.54697 2.41596
Pt: -0.77149 -0.82399 0.96580
H: -2.75992 -2.59624 -1.69520
H: -1.12550 -0.74425 -2.58323
H: 0.35462 1.37967 -1.87240
H: 1.19388 -0.19030 -1.47234
H: 0.43117 2.09740 0.44675
H: 2.06735 1.47098 0.08308
H: 1.26461 -0.18773 3.17372
H: 2.63332 0.48430 2.23381
H: 1.29061 1.56324 2.74003
H: -2.61254 0.07806 -1.11590

HOMO level (alpha / beta): -10.1874 / -14.0975 eV
Frontier orbital gap (alpha / beta): 6.3 / 7.9 eV
Energy above the lowest of the compared OMol25 structures with the same formula, charge and spin: 55.38 kcal per mole
DFT total energy: -540.9954 hartree
Total charge: +1
LUMO energy (alpha / beta): -3.909 / -6.156 eV
Multiplicity: 4

=====

This record from the OMol25 dataset describes a molecular structure, C37H68BCl2N8O3S5Sc. The level of theory is the ωB97M-V functional and the def2-TZVPD basis.

Atoms and positions in Å:
Sc: -0.20437 0.52709 -0.75091
C: -4.99342 3.34269 2.76792
C: -3.49893 3.66816 2.70808
C: -3.08802 4.56613 3.87206
C: -3.22582 4.37473 1.38674
N: -2.74585 2.37406 2.85999
C: -3.11569 1.47883 3.85257
C: -2.26156 0.43847 3.81324
N: -1.35486 0.69086 2.81542
B: -0.15440 -0.18155 2.38728
N: -0.09466 -1.50219 3.14164
C: 0.78881 -1.82262 4.16031
C: 0.57105 -3.10330 4.50289
N: -0.44847 -3.59103 3.70078
C: -0.84980 -2.59834 2.86057
S: -2.03703 -2.63483 1.65353
C: -0.97898 -4.99024 3.76644
C: -0.72465 -5.69057 2.43152
C: -0.23293 -5.74751 4.86118
C: -2.46318 -4.95075 4.12170
N: 1.11853 0.63933 2.68902
C: 1.31131 1.34966 3.85337
C: 2.49664 1.97393 3.75500
N: 3.03951 1.66168 2.51809
C: 2.16497 0.84987 1.87424
S: 2.25722 0.17844 0.28352
C: 4.35802 2.27663 2.13659
C: 5.36885 1.88991 3.21677
C: 4.88284 1.80510 0.78990
C: 4.15265 3.79003 2.08710
C: -1.65578 1.86752 2.23642
S: -0.72853 2.52239 0.91818
H: -5.55707 4.24662 2.54265
H: -5.31467 3.00281 3.75028
H: -5.25330 2.58262 2.03009
H: -3.65711 5.49473 3.83626
H: -2.02689 4.81088 3.81318
H: -3.28287 4.08839 4.83240
H: -3.89244 5.23660 1.34723
H: -3.44308 3.73051 0.53497
H: -2.20420 4.73157 1.30766
H: -3.94998 1.65900 4.50120
H: -2.22813 -0.46297 4.39762
H: -0.26680 -0.38407 1.19541
H: 1.50279 -1.12449 4.55612
H: 1.05423 -3.69761 5.25285
H: 0.33972 -5.66119 2.18829
H: -1.29019 -5.22980 1.62640
H: -1.02168 -6.73555 2.51817
H: 0.83524 -5.82380 4.65547
H: -0.63388 -6.75892 4.89871
H: -0.38168 -5.30042 5.84449
H: -3.04117 -4.42676 3.36601
H: -2.60980 -4.46153 5.08601
H: -2.83595 -5.97197 4.20115
H: 0.58978 1.35110 4.65104
H: 3.00147 2.60945 4.45664
H: 5.44840 0.80588 3.30111
H: 5.11282 2.29741 4.19330
H: 6.34730 2.28475 2.94650
H: 5.00412 0.72421 0.75119
H: 5.86168 2.26652 0.65398
H: 4.23527 2.11896 -0.02398
H: 3.83852 4.19283 3.04887
H: 3.40033 4.05009 1.34145
H: 5.09156 4.27207 1.81649
Cl: -4.13792 -1.68622 -1.82938
C: -4.30924 -1.02230 -0.20024
Cl: -3.18119 0.32323 0.07245
H: -4.08011 -1.79281 0.52895
H: -5.31246 -0.62667 -0.09206
C: -2.75742 5.10383 -3.27030
C: -1.73090 4.02707 -2.94973
S: -2.51175 2.57095 -2.25207
O: -1.33765 1.60468 -2.05193
C: -3.37863 1.87687 -3.66354
C: -2.49436 1.51059 -4.84013
H: -2.24050 6.02094 -3.54664
H: -3.38803 5.32403 -2.40897
H: -3.39557 4.82368 -4.10742
H: -1.04720 4.34319 -2.15934
H: -1.14155 3.72078 -3.81370
H: -4.14727 2.61017 -3.91653
H: -3.88622 1.00513 -3.24557
H: -2.12610 2.39017 -5.36662
H: -3.07699 0.92545 -5.55057
H: -1.64497 0.91044 -4.51397
C: -2.49402 -4.66877 -4.66790
C: -1.94286 -4.45535 -3.26389
C: -1.11849 -3.17365 -3.19739
S: -0.64375 -2.84889 -1.48236
O: -0.46510 -1.31489 -1.42527
C: 1.03589 -3.50433 -1.40850
C: 2.14608 -2.65728 -2.01940
C: 2.13715 -2.50222 -3.53378
H: -3.08009 -5.58464 -4.71735
H: -1.69291 -4.74599 -5.40404
H: -3.14222 -3.84158 -4.96273
H: -1.31878 -5.30619 -2.97627
H: -2.75554 -4.40475 -2.53665
H: -1.69769 -2.29453 -3.48422
H: -0.23567 -3.23506 -3.82772
H: 0.94739 -4.49124 -1.87410
H: 1.21039 -3.65679 -0.34235
H: 3.08024 -3.12384 -1.69769
H: 2.12862 -1.67495 -1.54800
H: 2.03346 -3.46135 -4.04440
H: 3.07693 -2.06193 -3.86837
H: 1.33623 -1.84151 -3.86858
N: 1.29208 1.01376 -2.35838
C: 2.25656 1.14238 -2.98959
N: 3.36198 1.26796 -3.65041
C: 3.40993 1.67564 -5.06388
C: 4.34985 0.73601 -5.80168
O: 5.61136 0.70056 -5.16984
C: 5.52226 0.17705 -3.86196
C: 4.66444 1.07191 -2.98426
H: 3.78469 2.70048 -5.11606
H: 2.40329 1.64058 -5.47768
H: 4.51101 1.09144 -6.81794
H: 3.91847 -0.27348 -5.84461
H: 6.53566 0.12446 -3.46760
H: 5.10335 -0.83779 -3.89001
H: 5.13852 2.04978 -2.86714
H: 4.49157 0.63527 -2.00106

HOMO level: -11.4005 eV
Frontier orbital gap: 7.5 eV
Energy above the lowest of the compared OMol25 structures with the same formula, charge and spin: 11.26 kcal per mole
DFT total energy: -5811.1768 hartree
Total charge: +2
LUMO energy: -3.943 eV
Multiplicity: 1

=====

Number 1: maximum force 0.028 hartree/bohr. Number 2: maximum force 0.119 hartree/bohr. Number 3: maximum force 0.014 hartree/bohr.